Record 1
Computed, not measured: 2 unconnected molecules or ions with the total composition H2N3O3 at a distorted geometry, with wB97M-V/def2-TZVPD.

Cartesian coordinates (Å):
1 N -0.9221 -0.5210 -0.4182
2 N 2.5565 0.4697 0.5118
3 N -1.0480 0.7150 -0.1042
4 O 3.4358 0.6393 -0.3139
5 O -0.0132 1.4436 -0.1807
6 O -2.0980 1.2603 0.3127
7 H -1.7989 -0.9734 -0.1570
8 H 1.7685 1.1511 0.2867

Atomic forces in eV per Å
-0.139 -0.500 0.061
0.398 0.742 -0.810
0.704 0.518 0.486
-0.477 -0.237 0.604
0.165 0.267 -0.367
-0.609 -0.473 -0.025
-0.122 0.361 -0.161
0.082 -0.679 0.213

The calculation puts the relative energy (zero: lowest compared OMol25 entry of this formula, charge and spin) at 97.7 kcal per mole. The calculation puts the orbital gap at 0.3028 hartree. The charge is -1.

Charges per atom according to Löwdin partitioning, unit e: 0.03 0.01 -0.64 -0.13 -0.18 -0.13 0.02 0.02



Record 2
Computed, not measured: a single C21H26N2O6S molecule, with wB97M-V/def2-TZVPD.

Cartesian coordinates (Å):
1 C -6.0926 -1.0628 0.2310
2 C -6.3166 0.4341 0.0734
3 H -6.8408 0.6508 -0.8633
4 H -6.8769 0.8433 0.9174
5 O -5.0673 1.1314 0.0745
6 C -4.4523 1.2907 -1.0935
7 O -4.9304 1.0444 -2.1679
8 C -3.0396 1.7998 -0.8831
9 H -3.0023 2.4436 -0.0056
10 H -2.7066 2.3408 -1.7677
11 C -2.1365 0.5662 -0.6676
12 N -2.6058 -0.1829 0.4752
13 S -2.4144 -1.8305 0.4926
14 O -3.0171 -2.3537 -0.6944
15 O -2.8918 -2.2568 1.7753
16 C -0.6433 -2.0248 0.3860
17 C -0.0632 -2.4100 -0.8054
18 C 1.3076 -2.3319 -0.9633
19 C 2.0936 -1.8383 0.0777
20 C 1.4991 -1.5277 1.3040
21 C 0.1310 -1.6133 1.4539
22 H -0.3499 -1.3587 2.3853
23 H 2.1142 -1.1934 2.1276
24 N 3.4579 -1.6048 -0.0572
25 C 4.2038 -1.5639 -1.2091
26 O 3.8029 -1.9133 -2.2918
27 C 5.5895 -1.0097 -0.9685
28 H 6.1932 -1.1528 -1.8596
29 H 6.0680 -1.4976 -0.1226
30 H 5.5047 0.0574 -0.7686
31 H 3.9027 -1.2423 0.7751
32 H 1.7709 -2.6057 -1.8957
33 H -0.7018 -2.7522 -1.6040
34 H -2.4662 0.2444 1.3749
35 C -0.6816 0.9621 -0.5490
36 C 0.2256 0.6567 -1.5578
37 C 1.5648 0.9513 -1.4206
38 C 2.0408 1.5645 -0.2611
39 C 1.1347 1.9097 0.7349
40 C -0.2081 1.6091 0.5823
41 H -0.8911 1.8827 1.3741
42 H 1.4524 2.4081 1.6372
43 O 3.3895 1.7668 -0.2137
44 C 3.9590 2.4658 0.8760
45 C 4.1896 1.5786 2.0976
46 H 4.8899 0.7822 1.8562
47 H 4.6083 2.1731 2.9049
48 H 3.2558 1.1355 2.4355
49 H 4.9197 2.8298 0.4993
50 H 3.3453 3.3345 1.1393
51 H 2.2694 0.6978 -2.1964
52 H -0.1212 0.1743 -2.4586
53 H -2.2649 -0.1104 -1.5191
54 H -5.5381 -1.2712 1.1428
55 H -5.5131 -1.4472 -0.6049
56 H -7.0506 -1.5739 0.2663

Atomic forces in eV per Å
0.143 0.402 -0.056
-0.478 -0.320 -0.161
0.038 0.020 0.218
0.075 -0.006 -0.134
-0.047 0.188 0.349
0.289 0.452 -0.098
-0.042 -0.177 -0.156
-0.205 -0.506 -0.067
0.058 0.065 0.015
-0.041 -0.008 0.058
0.183 0.317 -0.383
-0.213 -0.952 0.085
0.141 0.367 0.372
0.284 0.095 -0.263
0.273 0.147 0.112
-0.734 -0.174 -0.103
-0.070 -0.127 0.115
0.118 -0.143 -0.038
-0.442 -0.179 -0.134
-0.106 -0.071 -0.073
0.161 -0.070 0.087
0.029 0.090 0.172
0.060 0.069 0.088
0.103 0.009 0.400
0.404 0.147 0.341
-0.136 -0.048 -0.341
0.006 -0.029 -0.257
-0.016 -0.030 -0.003
0.051 -0.009 0.100
0.015 0.089 0.058
-0.002 -0.019 -0.206
-0.016 0.000 -0.014
-0.013 -0.032 -0.175
-0.032 -0.046 0.275
0.081 0.081 -0.065
-0.036 0.236 0.169
0.205 0.219 0.159
-0.259 -0.090 -0.210
0.269 0.194 0.111
-0.073 -0.044 -0.279
-0.069 0.040 0.146
0.083 0.028 0.084
-0.021 -0.115 -0.159
0.164 0.089 0.331
-0.159 0.157 -0.391
0.095 -0.088 -0.001
0.054 0.022 0.124
-0.074 -0.045 0.086
-0.159 0.026 0.067
0.054 -0.042 -0.076
0.115 -0.066 -0.119
-0.038 -0.119 -0.119
0.064 0.206 -0.080
-0.011 -0.054 0.103
-0.018 -0.065 -0.075
-0.104 -0.078 0.010

The structure (SMILES) is CCOC(=O)C[C@H](NS(=O)(=O)c1ccc(NC(C)=O)cc1)c1ccc(OCC)cc1. The calculation puts the relative energy (zero: lowest compared OMol25 entry of this formula, charge and spin) at 3.8 kcal per mole. The calculation puts the orbital gap at 0.3295 hartree.

Charges per atom according to Löwdin partitioning, unit e: -0.05 -0.20 0.12 0.12 -0.01 -0.51 0.12 -0.02 0.13 0.14 -0.31 -0.07 0.64 -0.28 -0.29 -0.28 -0.05 0.00 -0.22 -0.01 -0.06 0.12 0.11 0.14 -0.51 0.08 0.01 0.09 0.08 0.07 0.13 0.11 0.12 0.12 -0.20 -0.02 0.01 -0.27 -0.02 -0.03 0.12 0.11 -0.07 -0.24 -0.06 0.07 0.08 0.06 0.12 0.12 0.13 0.13 0.15 0.07 0.07 0.08



Record 3
Computed, not measured: a single C2H2O2 molecule at a distorted geometry, with wB97M-V/def2-TZVPD.

Cartesian coordinates (Å):
1 C -0.7636 0.3489 0.2522
2 C 0.5454 -0.1281 -0.2135
3 O -1.8424 0.6978 -0.0108
4 O -0.0499 -0.2666 1.1290
5 H 0.6696 -1.0316 -0.7269
6 H 1.4409 0.3796 -0.4300

Atomic forces in eV per Å
1.599 -1.043 -2.490
-0.705 0.377 -0.619
-1.841 1.070 0.419
0.768 -0.336 2.365
-0.703 -1.645 -0.558
0.882 1.577 0.883

The structure (SMILES) is O=C1CO1. The calculation puts the relative energy (zero: lowest compared OMol25 entry of this formula, charge and spin) at 16.8 kcal per mole. The calculation puts the orbital gap at 0.4183 hartree.

Charges per atom according to Löwdin partitioning, unit e: -0.52 0.03 0.18 0.14 0.09 0.09



Record 4
Computed, not measured: a single C6H6 molecule at a distorted geometry, with wB97M-V/def2-TZVPD.

Cartesian coordinates (Å):
1 C -1.5171 0.6273 0.2792
2 C -0.8469 -0.7254 0.0160
3 C 0.4392 -0.5789 -0.6490
4 C 1.4115 0.0691 -1.0519
5 C 2.7287 0.8257 -0.9394
6 C 2.4251 0.0904 0.0886
7 H -2.5371 0.4824 0.6447
8 H -0.9609 1.2141 1.0185
9 H -1.5536 1.2094 -0.6461
10 H -1.4569 -1.3587 -0.6310
11 H -0.7107 -1.2863 0.9515
12 H 2.5787 -0.5691 0.9189

Atomic forces in eV per Å
-0.094 0.060 0.011
-0.206 -0.075 -0.120
-0.106 0.025 -0.540
-0.660 -0.029 0.734
0.174 -0.291 0.144
1.199 0.236 -0.327
0.090 0.054 -0.005
-0.063 -0.158 -0.134
-0.057 -0.082 0.142
-0.244 -0.038 0.151
0.024 0.031 -0.240
-0.057 0.268 0.184

The calculation puts the relative energy (zero: lowest compared OMol25 entry of this formula, charge and spin) at 149.3 kcal per mole. The calculation puts the orbital gap at 0.3548 hartree.

Charges per atom according to Löwdin partitioning, unit e: -0.10 -0.24 0.00 -0.20 0.03 -0.05 0.07 0.08 0.08 0.11 0.12 0.10



Record 5
Computed, not measured: a single C9H18N2O4 molecule at a distorted geometry, with wB97M-V/def2-TZVPD.

Cartesian coordinates (Å):
1 C 0.2287 -1.3165 0.8910
2 C 0.7569 -0.6949 -0.3667
3 C -0.9398 -0.6460 1.6081
4 C -1.4002 -1.4899 2.8673
5 C -0.6602 0.9084 2.1314
6 C 0.4588 1.7845 1.5091
7 C 0.4097 0.3269 -2.4849
8 C 0.9815 1.6232 -2.1885
9 C -0.6609 0.4112 -3.4911
10 H 2.1087 -2.0546 1.2489
11 H 1.7486 -0.5678 1.9920
12 H -0.1780 -2.3271 0.6626
13 H -1.7248 -0.5985 0.9344
14 H -0.9926 -2.5168 2.4575
15 H -2.4974 -1.4880 3.0650
16 H -0.8921 -1.3380 3.7992
17 H -1.6275 1.5183 2.0353
18 H -0.4583 0.7432 3.2199
19 H 0.9527 2.3164 2.3192
20 H 0.1969 2.3672 0.6436
21 H 1.2261 1.1375 1.1148
22 H -1.0979 -0.1458 -1.0850
23 H 1.1725 -0.4478 -2.8459
24 H -0.1563 0.5255 -4.4574
25 H -1.3537 1.2588 -3.2938
26 H -2.2040 -0.7380 -3.7481
27 H 2.1367 0.6296 -1.0428
28 N 1.3654 -1.5102 1.7597
29 N -0.1135 -0.1234 -1.2762
30 O 1.8663 -0.8854 -0.6246
31 O 0.6409 2.6231 -2.6785
32 O -1.3704 -0.8237 -3.3423
33 O 2.0772 1.5386 -1.3333

Atomic forces in eV per Å
-0.495 -0.543 1.245
-7.540 -0.226 -0.088
1.424 2.609 2.948
0.559 -2.214 -2.832
-1.184 -0.531 -0.075
0.085 -1.660 0.566
0.563 -2.078 -1.239
4.220 -0.768 1.251
-1.260 0.003 -0.546
-1.060 1.076 0.858
-0.125 -1.261 -0.199
0.404 0.442 -0.406
-1.767 0.010 -1.328
-1.511 1.233 1.571
0.828 -0.055 -0.458
0.517 0.504 0.196
1.105 -1.144 0.381
-0.126 0.542 -0.899
-0.166 0.592 -0.289
-0.424 0.609 0.061
0.536 -0.215 -0.065
-0.093 0.057 -0.168
-0.672 1.195 0.461
-0.557 0.019 -0.132
0.588 -0.344 -0.227
-1.498 0.068 -0.871
0.726 -0.821 0.100
1.159 -0.117 0.596
0.243 -1.313 3.493
6.630 -0.621 -1.803
-0.972 2.944 -0.894
1.330 0.009 0.094
-1.466 2.001 -1.303

The structure (SMILES) is CC[C@H](C)[C@H](N)C(=O)N[C@@H](CO)C(=O)O. The calculation puts the relative energy (zero: lowest compared OMol25 entry of this formula, charge and spin) at 74.5 kcal per mole. The calculation puts the orbital gap at 0.3724 hartree.

Charges per atom according to Löwdin partitioning, unit e: -0.33 -0.48 -0.29 -0.06 -0.16 -0.09 -0.29 -0.49 -0.18 0.11 0.09 0.16 0.08 0.10 0.08 0.05 0.12 0.09 0.08 0.07 0.03 0.15 0.21 0.14 0.15 0.07 0.02 0.06 0.15 0.11 0.18 -0.03 0.10



Here are the calculated electronic energy numbers, same order: -10640.828; -48300.135; -6199.324; -6312.728; -20793.931 (eV).
Here are the calculated HOMO energy numbers, same order: -4.359; -8.594; -10.571; -8.827; -9.702 (eV).
Here are the calculated molecular weight numbers, same order: 92.03; 434.51; 58.04; 78.11; 218.25 (g mol⁻¹).